Record 1
C5H10N2 | the ωB97M-V functional and the def2-TZVPD basis

Output
energy relative to the best compared isomer or geometry (same formula, charge and spin) = 167.4 kcal/mol
frontier orbital gap (alpha / beta) = 7.2 / 7.2 eV
total energy = -305.75711 hartree
charge = 0

Geometry as XYZ:
```
17
Properties=species:S:1:pos:R:3:forces:R:3
C 2.2154 -0.3211 0.1393 0.5247 -1.5518 3.5346
C -1.8166 0.2176 1.0360 -0.1814 0.3855 0.3292
C 0.3942 0.2480 -0.9010 -4.4680 -0.4386 -3.1159
C -1.2557 -0.5351 -0.1348 -3.1405 -0.5652 0.5827
N 0.3810 1.5994 -0.9482 0.7164 -1.1619 2.1221
C 0.5539 -0.7528 -0.0232 5.3578 3.5792 -1.4109
N -2.0388 -1.4156 -0.6312 1.3696 0.7793 -0.2352
H 0.2101 2.2286 -1.7132 -0.3282 -0.9778 -0.5980
H 0.5430 2.1370 -0.1050 0.3946 0.0345 0.2691
H -1.6272 -1.8761 -1.4454 0.1503 -0.1803 0.1191
H 0.6259 -1.8296 -0.0663 -0.8143 -0.2149 -1.0622
H 2.2954 -0.4008 1.2267 0.9484 0.1394 0.0113
H 2.6505 0.6228 -0.1709 -0.7393 0.2096 -0.2125
H 2.8024 -1.1182 -0.3069 -0.1377 -0.2080 -0.0620
H -1.2700 -0.0207 1.9516 0.2362 0.1661 -0.1188
H -2.8474 -0.0791 1.2151 -0.1061 -0.0597 -0.2138
H -1.8161 1.2957 0.8773 0.2177 0.0644 0.0610
```
Positions in Å, forces in eV/Å.

***

Record 2
C5H10N2 | the ωB97M-V functional and the def2-TZVPD basis

Output
energy relative to the best compared isomer or geometry (same formula, charge and spin) = 20.1 kcal/mol
frontier orbital gap = 9.8 eV
total energy = -305.99188 hartree
charge = 0
SMILES = C[C@@H]1N=CN[C@H]1C

Geometry as XYZ:
```
17
Properties=species:S:1:pos:R:3:forces:R:3
C -0.9156 0.7858 -1.7015 -1.6430 3.7029 0.4633
C -0.1784 0.8080 -0.3484 -1.3836 1.5719 0.0205
C 1.4047 -0.7495 -0.1751 0.6182 -2.3296 1.5924
C -0.6734 -0.4007 0.4672 0.2971 0.0021 -0.9146
C -0.8887 -0.0457 1.8844 -0.1077 -1.5929 1.6480
H -0.8321 1.7304 -2.3822 0.5725 -1.6803 1.1186
H -0.6860 -0.0995 -2.2120 0.2599 -1.2338 -0.9344
H -2.0263 0.8410 -1.4707 1.1688 -0.4921 -0.2053
H -0.4494 1.7014 0.3180 0.6403 -0.7155 -1.4805
H 1.8429 1.0003 -1.2403 -1.3766 -0.7579 1.5412
H 2.3602 -1.3533 -0.2339 -0.9157 1.2899 -0.3528
H -1.6464 -0.8422 0.0828 1.1735 0.5047 0.0848
H -1.6062 0.7567 1.9279 -0.3507 0.2870 0.4645
H -1.3344 -1.0192 2.2512 0.4219 1.3419 0.5790
H 0.0559 0.1973 2.4552 -1.0274 -0.2143 -0.7281
N 1.2731 0.5927 -0.4369 0.7301 0.5786 -1.6131
N 0.4170 -1.3500 0.4003 0.9223 -0.2624 -1.2835
```
Positions in Å, forces in eV/Å.

***

Record 3
C5H10N2 | the ωB97M-V functional and the def2-TZVPD basis

Output
energy relative to the best compared isomer or geometry (same formula, charge and spin) = 18.5 kcal/mol
frontier orbital gap = 9.8 eV
total energy = -305.99442 hartree
charge = 0
SMILES = [H]/N=C(/C)NCC=C

Geometry as XYZ:
```
17
Properties=species:S:1:pos:R:3:forces:R:3
C 0.7126 0.4747 -1.3257 -0.1929 0.0602 0.3801
C -0.0117 -1.5060 1.8349 0.2996 0.2777 -0.0556
N 0.8972 -0.2688 -0.0994 0.8075 0.5048 0.5519
C 0.0808 -1.2766 0.3433 -1.0643 -1.0826 -0.6139
C -0.2734 1.5972 -1.1582 -0.7915 0.6567 0.2639
C -0.8626 2.0359 -0.0356 0.4710 -0.4108 -0.7610
N -0.6029 -2.0702 -0.4085 0.4737 0.6395 0.3673
H 1.3275 0.2945 0.6266 -0.1907 -0.2755 -0.1505
H -0.4375 -1.8529 -1.3898 -0.1186 -0.0736 -0.0360
H 0.3959 -0.1746 -2.1476 0.0655 0.0129 0.1722
H 1.6759 0.9041 -1.6231 -0.0537 -0.1407 -0.0453
H -0.5347 2.1008 -2.0880 0.0576 0.0131 0.0465
H 0.4679 -2.4568 2.0834 -0.1185 0.1495 0.0151
H -1.0643 -1.5504 2.1304 0.2297 -0.0520 -0.1224
H 0.4769 -0.7016 2.3909 -0.0204 -0.1075 0.0711
H -1.5713 2.8583 -0.0698 0.1564 -0.1159 -0.0219
H -0.6762 1.5926 0.9363 -0.0105 -0.0559 -0.0613
```
Positions in Å, forces in eV/Å.

***

Record 4
C5H10N2 | the ωB97M-V functional and the def2-TZVPD basis

Output
energy relative to the best compared isomer or geometry (same formula, charge and spin) = 58.3 kcal/mol
frontier orbital gap = 9.6 eV
total energy = -305.93101 hartree
charge = 0
SMILES = C=NC(=C)CCN

Geometry as XYZ:
```
17
Properties=species:S:1:pos:R:3:forces:R:3
C -1.1534 -0.9445 -0.4454 -0.0137 -0.1815 -1.1885
C -0.2742 0.2438 -0.8395 -0.6586 -0.0315 2.1490
C 0.7011 0.7293 0.2501 1.4117 1.0368 -2.5215
C 0.6296 1.9638 0.7604 -1.1148 0.2382 -0.0858
C 2.2466 -1.0192 0.1983 0.6614 -0.1668 -0.3184
N 2.0397 0.2264 0.2130 -0.3923 -0.1397 1.2365
N -2.0603 -0.6198 0.6299 -0.3143 0.4401 0.7167
H -1.6586 -1.2170 -1.3834 -0.2506 -0.1989 0.2180
H -0.5603 -1.8098 -0.1473 0.1129 0.0143 -0.0815
H -0.9407 1.0877 -1.0299 -0.0736 -0.0822 -0.1535
H 0.3106 0.1024 -1.7453 0.0694 -0.3207 0.0573
H -0.3500 2.3737 0.9888 -0.0588 0.1637 -0.4657
H 1.4371 2.6826 0.7822 0.4999 -0.6277 0.9760
H 3.2351 -1.3573 0.5098 0.1315 -0.0344 -0.5164
H 1.5650 -1.8085 -0.1275 -0.4013 0.1578 0.4338
H -2.1749 0.3690 0.8070 0.2337 0.0280 -0.1767
H -2.9923 -1.0025 0.5788 0.1573 -0.2955 -0.2792
```
Positions in Å, forces in eV/Å.

***

Record 5
C5H10N2 | the ωB97M-V functional and the def2-TZVPD basis

Output
energy relative to the best compared isomer or geometry (same formula, charge and spin) = 139.3 kcal/mol
frontier orbital gap = 9.9 eV
total energy = -305.80184 hartree
charge = 0
SMILES = [H]/N=C\N1CC[C@@H]1C

Geometry as XYZ:
```
17
Properties=species:S:1:pos:R:3:forces:R:3
C 1.2447 -1.2048 -0.3585 0.0599 -5.7230 -2.0502
C 0.7831 -0.3096 0.7450 -0.7345 2.2249 -3.5581
C 1.1007 1.0451 -0.0958 -0.4374 1.5230 3.4161
C -0.5069 1.2649 -0.0447 1.8347 0.1038 1.9423
C -1.8148 -0.7555 0.3343 1.3996 4.2131 -0.6853
H 1.4762 -0.7039 -1.4848 -1.0747 -1.9324 3.3140
H 0.2079 -2.0303 -0.4884 3.7596 1.7475 -0.1070
H 2.3370 -1.8149 -0.0900 -3.4187 1.4965 -0.6666
H 1.0872 -0.4180 1.7415 1.2208 -0.3911 0.9960
H 1.8035 1.8316 0.5098 -2.0932 -1.5301 -1.5907
H 1.5270 0.8034 -1.0645 -0.0085 0.8386 0.5235
H -0.5083 2.2708 0.5661 -1.5263 -1.8101 -1.5909
H -1.1896 0.9425 -0.9040 1.9608 2.0831 0.1327
H -1.6163 -1.7531 0.4639 -0.7191 -2.6675 0.2281
H -2.4678 0.9838 -0.3273 -1.7666 -4.0112 0.3541
N -0.7239 -0.0021 0.8147 1.4172 1.9723 -1.2405
N -2.7397 -0.1500 -0.3174 0.1265 1.8627 0.5825
```
Positions in Å, forces in eV/Å.

***

Record 6
C5H10N2 | the ωB97M-V functional and the def2-TZVPD basis

Output
energy relative to the best compared isomer or geometry (same formula, charge and spin) = 22.3 kcal/mol
frontier orbital gap = 7.9 eV
total energy = -305.98825 hartree
charge = 0
SMILES = C/C(N)=C\C=C/N

Geometry as XYZ:
```
17
Properties=species:S:1:pos:R:3:forces:R:3
C 0.9910 -1.0510 -0.6993 -0.3113 0.3592 -0.1205
C 0.9772 0.0424 0.3281 0.3086 -0.1100 0.9261
N 2.1475 0.8038 0.3312 0.2405 -0.0987 0.0271
N -1.5620 0.6412 -1.2526 0.4229 -0.8600 0.4353
C 0.0219 0.2476 1.2735 0.6178 0.7222 -0.6702
C -1.9490 -0.0947 -0.1363 -0.7922 0.6972 0.3532
C -1.3526 -0.1106 1.0811 -0.4372 -1.0442 -0.6680
H 2.9878 0.3193 0.0505 -0.0065 -0.0110 0.0501
H 2.2863 1.3815 1.1472 -0.0228 -0.0073 -0.0242
H -2.2260 0.7871 -1.9989 0.3403 0.1736 0.3797
H -0.8091 1.2899 -1.0677 -0.2482 0.0899 -0.4924
H 0.2683 0.8301 2.1581 0.1780 0.2005 -0.1061
H -2.9049 -0.5914 -0.2655 -0.0919 0.1316 0.1011
H -1.8977 -0.4998 1.9328 -0.1384 -0.2808 -0.1898
H 1.1203 -0.6474 -1.7040 -0.0651 0.0111 -0.0979
H 0.0705 -1.6228 -0.6707 -0.0341 -0.0511 0.0072
H 1.8305 -1.7251 -0.5075 0.0396 0.0777 0.0893
```
Positions in Å, forces in eV/Å.

***

Record 7
C5H10N2 | the ωB97M-V functional and the def2-TZVPD basis

Output
energy relative to the best compared isomer or geometry (same formula, charge and spin) = 102.4 kcal/mol
frontier orbital gap = 9.8 eV
total energy = -305.86067 hartree
charge = 0

Geometry as XYZ:
```
17
Properties=species:S:1:pos:R:3:forces:R:3
C -1.9700 -0.2554 0.0776 0.0000 0.0390 0.0359
C -1.0897 -0.1256 -1.1498 -0.1119 -1.2509 0.1991
N 0.0736 1.0841 -1.4038 -0.6117 0.0258 0.0109
C 0.3670 -0.2622 -1.0093 -0.0799 -0.2932 0.0629
C 0.9459 -0.5228 0.3678 -0.0851 -0.1565 -0.1525
C 2.1693 0.1917 0.7853 0.3104 0.0010 -0.0810
N 0.8724 0.5277 1.3698 -0.1468 0.1736 0.0600
H -3.0071 0.0380 -0.1056 0.1667 0.0118 -0.0612
H -1.5841 0.3035 0.9332 -0.0054 -0.0550 -0.1776
H -1.9615 -1.3170 0.3534 -0.0706 0.1422 0.0142
H -1.4835 -0.5311 -2.0789 -0.0432 0.1819 0.0599
H -1.0675 1.1868 -1.3628 0.7117 0.7779 -0.0235
H 0.8068 -0.9132 -1.7759 0.1222 0.2876 0.0771
H 0.7722 -1.5328 0.7435 0.0494 0.1698 -0.0457
H 2.8790 -0.2797 1.4615 -0.1422 0.0592 -0.1184
H 2.6049 0.8905 0.0733 -0.0885 -0.0769 0.0859
H 0.5218 1.3585 0.8896 0.0250 -0.0373 0.0539
```
Positions in Å, forces in eV/Å.